# 1
A molecular structure, C16H31AlBr3Cl5FKN2O9. Source: the OMol25 dataset; level of theory: ωB97M-V with the def2-TZVPD basis set.

Properties
total charge = 0

Geometry (Å):
C 5.820572 0.061598 2.845040
C 5.465835 0.542943 1.318385
O 6.410291 0.313603 0.365034
O 4.212892 1.161825 0.858806
C 3.030237 0.605243 1.533744
C 2.713334 -0.967560 1.198269
C 1.308654 -1.200089 0.333885
C 1.226817 -2.672848 -0.376105
O 0.113194 -2.637041 -1.333958
C -1.096200 -2.445895 -0.464948
C -2.378338 -2.763182 -1.429983
O -2.378760 -1.956692 -2.683925
O -2.379470 -2.843543 -3.672056
C -1.099508 -0.912213 0.200055
N -2.432733 -0.424159 0.648668
C -3.223492 0.317452 -0.406736
C -2.776542 1.653004 -1.234920
O -4.451850 -0.192159 -0.697372
C -2.442595 0.486679 1.842132
C -1.764552 1.970731 1.984007
O -3.123677 0.041093 2.935284
N 0.052700 -0.838693 1.159622
C 0.014719 -1.737623 2.362124
C 0.411700 -0.802751 3.692448
F -1.299746 -2.336271 2.687837
H 6.891297 -0.464276 2.809578
H 5.797585 0.939182 3.648166
H 5.076929 -0.803043 3.193130
H 3.103092 0.683455 2.721239
H 2.116758 1.307127 1.239644
H 2.793900 -1.692606 2.134698
H 3.580213 -1.329110 0.461607
H 1.378171 -0.407557 -0.556738
H 2.222610 -2.856162 -0.974337
H 1.118181 -3.561147 0.392027
H -1.047341 -3.298826 0.331773
H -2.347339 -3.934715 -1.655103
H -3.383532 -2.573844 -0.861246
H -3.206866 -3.429628 -3.596787
H -0.785233 -0.221244 -0.724694
H -1.679931 1.933544 -0.855720
H -2.671372 1.500917 -2.403635
H -3.438539 2.612105 -0.981486
H -2.661700 2.754739 1.914354
H -0.935166 2.221707 1.197866
H -1.383129 2.059283 3.111505
H 0.280937 0.139326 1.513389
H 0.797445 -2.614464 2.371003
H -0.067566 0.264065 3.660526
H 1.561652 -0.819553 3.930023
H -0.111231 -1.364592 4.606810
Cl 0.448150 -4.304109 -2.915387
Al 3.748150 0.120891 -1.190387
Cl -1.051850 1.569948 5.007726
C 0.210283 3.773213 -2.777989
Cl 0.935590 2.273720 -2.173811
Cl -1.454232 3.487219 -3.313882
Cl 0.255128 5.032142 -1.532069
H 0.793979 4.116779 -3.635841
Br 0.448150 2.017970 6.933620
Br -1.351850 2.952970 7.938620
O -3.661855 0.703144 -4.832594
H -3.364475 0.415857 -5.733245
H -3.119277 1.461321 -4.496725
H -3.661795 -0.053686 -4.192789
O -2.404373 1.074139 -7.874659
H -3.299328 1.343025 -7.974557
K -2.851850 2.533955 -6.585802
Br 6.448150 2.013367 -0.943155

Atoms 1-3, force components in eV/Å:
-0.3 0.2 0.1
5.1 -2.8 -2.5
-6.4 -1.7 6.9

Here are the Löwdin charges for atoms 1 to 2, given in e: atom 1 (C): -0.02, atom 2 (C): -0.43



# 2
2 unconnected molecules or ions with the total composition C16H31Cl4N2O5P2. Source: the OMol25 dataset; level of theory: ωB97M-V with the def2-TZVPD basis set.

Properties
total charge = +1

Geometry (Å):
C -0.409699 3.714038 3.858730
C -0.942750 3.432899 2.443213
C 0.114437 3.189455 1.391805
O 0.439291 1.795152 1.318205
C 1.667105 1.499742 0.773191
C 1.889596 1.920345 -0.701311
Cl 2.472168 3.573054 -0.900269
C 2.901720 0.907480 -1.227748
C 3.045178 0.684997 -2.739444
Cl 4.089854 1.985555 -3.395346
C 3.660387 -0.670892 -3.145311
C 2.908921 -1.279390 -4.323876
N 2.683797 -0.339075 -0.416371
C 1.850016 -0.041822 0.826518
P 3.040776 -0.582623 2.210463
P 2.582977 0.397101 4.107581
O 1.749799 -0.385862 5.017323
O 2.065421 1.850556 3.728998
O 4.039178 0.615291 4.738433
C 0.514542 -0.781332 0.858541
Cl -0.010445 -1.260402 2.429260
C -0.320600 -1.044173 -0.164650
C -1.654547 -1.703501 -0.076843
Cl 0.118122 -0.605337 -1.793808
H -0.477783 2.807826 4.457789
H 0.647380 3.966501 3.818891
H -0.957646 4.504139 4.355244
H -1.645542 2.604339 2.451564
H -1.503602 4.308594 2.122647
H -0.298352 3.494530 0.427709
H 1.000232 3.800047 1.560470
H 2.490477 1.970564 1.334474
H 0.911725 1.891454 -1.166543
H 3.863278 1.311279 -0.906060
H 2.096130 0.820100 -3.246122
H 4.683767 -0.497013 -3.459062
H 3.712571 -1.384760 -2.323965
H 2.855376 -0.569352 -5.144845
H 3.443226 -2.153233 -4.684516
H 1.895852 -1.574696 -4.061428
H 3.619082 -0.555504 -0.050566
H 2.371200 -1.169146 -0.919004
H 2.696179 -1.914550 2.471345
H 2.001075 2.359328 4.549773
H 4.566165 1.188793 4.164552
H -1.679831 -2.453870 0.702952
H -2.385190 -0.932904 0.167256
H -1.940582 -2.099230 -1.040686
C -5.166447 -3.323104 -3.030128
C -5.008546 -2.383325 -1.859902
O -4.113724 -1.545925 -1.818754
N -5.898445 -2.492238 -0.845779
C -7.015411 -3.414207 -0.722258
H -4.385343 -3.108608 -3.752261
H -5.074356 -4.360719 -2.707928
H -6.135160 -3.182246 -3.509367
H -5.743406 -1.833069 -0.099709
H -7.949336 -2.858264 -0.636472
H -6.895127 -4.028383 0.170694
H -7.075128 -4.064403 -1.587291

Atoms 1-3, force components in eV/Å:
0.1 -0.8 -0.2
0.1 0.5 0.4
-0.5 0.1 -0.3

Here are the Löwdin charges for atoms 1 to 2, given in e: atom 1 (C): -0.09, atom 2 (C): -0.20



# 3
2 unconnected molecules or ions with the total composition C16H31ClF5PS2. Source: the OMol25 dataset; level of theory: ωB97M-V with the def2-TZVPD basis set.

Properties
total charge = 0

Geometry (Å):
C 0.013137 3.691735 1.840039
C -0.579219 4.176702 0.492739
C -0.742185 3.017551 -0.498815
C 0.468022 2.848852 -1.464279
C 1.152033 1.499244 -1.277281
C 0.297338 0.339462 -1.802443
C 0.998790 -0.638790 -2.757856
C 2.418236 -1.051750 -2.300588
C 2.499338 -2.583800 -2.139010
C 1.568507 -2.914746 -0.966494
C 2.286662 -2.686014 0.365535
C 1.342377 -2.475973 1.561411
C -0.014021 -3.189068 1.480657
C -1.086330 -2.224532 0.868666
S -2.155275 -1.567357 2.175780
P -1.057220 0.165957 3.039891
S -1.970584 1.023170 4.467775
C -3.702570 -1.008457 1.281178
F -3.721774 -1.580224 0.086416
F -4.728596 -1.490868 1.968886
C -3.912207 0.525703 1.096504
F -4.882071 0.671011 0.209231
F -2.818438 1.097090 0.627687
F -4.309788 1.066086 2.227424
H 0.930743 4.215587 2.104125
H -0.701663 3.782501 2.658535
H 0.288305 2.633829 1.769378
H 0.058823 4.944105 0.063758
H -1.564997 4.594421 0.700453
H -0.923913 2.076657 0.038983
H -1.626824 3.188891 -1.116373
H 0.113018 2.914261 -2.484155
H 1.204738 3.627546 -1.300093
H 2.128746 1.549086 -1.757760
H 1.329776 1.367102 -0.199201
H -0.144846 -0.232168 -0.976069
H -0.527088 0.785948 -2.364390
H 1.013258 -0.258935 -3.777626
H 0.376449 -1.537865 -2.795469
H 2.660210 -0.634666 -1.324072
H 3.129404 -0.683998 -3.037734
H 2.220055 -3.074473 -3.071494
H 3.518606 -2.896173 -1.898806
H 0.658434 -2.326329 -1.060191
H 1.271574 -3.965963 -1.036255
H 2.955717 -1.828994 0.307026
H 2.922770 -3.553866 0.549482
H 1.833705 -2.794884 2.482680
H 1.190715 -1.397619 1.668727
H -0.015951 -4.057926 0.831515
H -0.333301 -3.472184 2.484036
H -1.701437 -2.784035 0.167720
H -0.609231 -1.401796 0.342064
H 0.087879 -0.528221 3.454529
H -0.700893 0.930145 1.914933
Cl 1.593050 4.109034 -3.921313

Atoms 1-3, force components in eV/Å:
0.1 0.0 -0.3
-0.3 -0.8 0.6
0.3 0.3 -0.7

Here are the Löwdin charges for atoms 1 to 2, given in e: atom 1 (C): -0.10, atom 2 (C): -0.23



Number 1: LUMO energy -3.13 eV, gap between HOMO and LUMO 3.003 eV, HOMO -6.132 eV. Number 2: LUMO energy -2.79 eV, gap between HOMO and LUMO 8.812 eV, HOMO -11.599 eV. Number 3: LUMO energy -2.52 eV, gap between HOMO and LUMO 3.090 eV, HOMO -5.614 eV.